[1]
Formula: C27H19CoF5N2O6PS5Se2
Source: the OMol25 dataset
Level of theory: ωB97M-V/def2-TZVPD

Summary:
HOMO-LUMO gap (alpha / beta) in eV: 5.783 / 5.781
Charge: -2
E in Ha: -10618.6407
Max |F| in eV/A: 1.464
Highest occupied orbital energy (alpha / beta) in Ha: -0.0642 / -0.0642
Energy above the lowest of the compared OMol25 structures with the same formula, charge and spin in eV: 1.182
M in g/mol: 970.6

Geometry (Å):
Se 2.367 -0.290 -0.503
Se 1.157 -1.366 2.244
Co 0.044 -0.295 0.343
S -0.243 -3.018 2.706
S -2.204 1.054 1.154
S -0.329 1.257 1.944
S -0.400 0.575 -1.926
S -2.348 -2.296 -4.136
P 3.708 1.269 0.421
F -2.827 -3.726 3.900
F -3.649 -3.524 6.439
F -1.965 -2.571 8.355
F 1.463 -2.218 5.199
F 0.589 -1.921 7.694
O -3.210 1.003 2.190
O -2.149 -2.231 -5.560
O -2.415 2.113 0.185
O -1.951 -0.319 0.519
O -2.608 -3.608 -3.582
O 0.095 -2.280 -0.319
N -1.107 -1.584 -3.338
N -0.226 -3.996 -1.727
C -1.960 -3.257 4.805
C 6.422 2.352 -3.196
C -1.549 -2.679 7.085
C -5.040 0.886 -2.540
C 4.252 2.438 -2.154
C -5.664 -0.066 -3.343
C 1.295 5.204 0.873
C -0.678 -3.097 -0.818
C 5.096 2.772 -3.202
C 0.844 4.248 -0.025
C 1.553 3.068 -0.195
C -0.674 -2.892 4.413
C 0.175 -2.468 5.431
C -2.402 -3.159 6.110
C -2.955 -0.204 -2.845
C -0.257 -2.339 6.741
C -3.674 0.834 -2.282
C 3.152 3.785 1.435
C 6.891 1.585 -2.141
C -3.585 -1.147 -3.632
C 6.041 1.260 -1.090
C 2.709 2.816 0.535
C -1.479 -0.497 -2.712
C -4.936 -1.108 -3.909
C 2.460 4.977 1.596
C -2.100 -3.248 -0.366
C 4.715 1.685 -1.076
H -2.718 -3.708 -1.134
H 4.718 3.364 -4.027
H -0.916 -4.345 -2.376
H 0.664 -3.742 -2.131
H 3.218 2.759 -2.175
H -0.079 4.392 -0.572
H -6.731 -0.003 -3.520
H -2.492 -2.273 -0.086
H 0.730 6.117 1.025
H 7.083 2.621 -4.012
H 2.819 5.721 2.299
H 4.047 3.593 2.019
H -5.630 1.678 -2.097
H -5.406 -1.855 -4.536
H 7.922 1.249 -2.128
H -2.093 -3.875 0.528
H 6.407 0.665 -0.260
H 1.191 2.322 -0.888
H -3.178 1.542 -1.628


[2]
Formula: C27H19F6NOPS
Source: the OMol25 dataset
Level of theory: ωB97M-V/def2-TZVPD

Summary:
HOMO-LUMO gap in eV: 7.467
Charge: -1
E in Ha: -2509.1683
SMILES: [O-]P(=N[C@H](Sc1cc(C(F)(F)F)cc(C(F)(F)F)c1)c1ccccc1)(c1ccccc1)c1ccccc1
Max |F| in eV/A: 1.702
Highest occupied orbital energy in Ha: -0.1755
M in g/mol: 550.5

Geometry (Å):
S -1.298 -0.528 -0.828
P 0.661 -1.437 2.433
F -1.928 5.049 -3.179
F 2.150 2.157 -5.146
F 2.831 0.564 -3.759
F -2.567 4.438 -1.143
F 3.158 2.701 -3.232
F -0.547 5.339 -1.444
O 1.630 -2.203 3.261
N -0.074 -2.033 1.124
C 0.120 -1.698 -0.197
C -1.499 4.496 -1.994
C 1.099 2.335 0.902
C -3.087 -0.363 4.931
C -0.676 -0.250 4.626
C 0.956 1.858 -3.100
C 2.275 1.819 -3.821
C 2.477 2.549 0.987
C -0.874 3.139 -2.201
C -1.090 -3.780 -0.915
C 2.738 0.429 2.142
C 0.308 3.082 -2.932
C -3.200 -1.152 3.781
C -0.696 0.776 -1.747
C 1.362 0.196 2.011
C -1.826 0.075 5.354
C -0.797 -0.996 3.446
C 0.008 -2.935 -1.089
C 0.443 0.688 -2.569
C -1.412 1.990 -1.645
C 0.720 -4.162 -3.032
C 0.983 -3.193 -2.058
C -0.489 -4.868 -2.993
C -1.381 -4.701 -1.928
C 3.291 1.604 1.625
C -2.046 -1.478 3.052
C 0.543 1.173 1.444
H -2.123 -2.081 2.143
H 1.913 -2.601 -2.026
H 4.361 1.787 1.721
H 1.471 -4.316 -3.823
H 0.716 3.988 -3.369
H -1.702 -3.682 -0.014
H -1.742 0.674 6.257
H -0.721 -5.550 -3.808
H -3.982 -0.117 5.504
H 2.906 3.457 0.558
H 0.899 -0.275 -2.783
H 0.452 3.073 0.421
H 0.306 0.092 4.948
H -4.171 -1.520 3.438
H -0.543 1.022 1.408
H -2.368 1.991 -1.122
H 3.360 -0.306 2.649
H 1.007 -1.035 -0.395
H -2.302 -5.282 -1.876


[3]
Formula: C27H19F7MoN8O2
Source: the OMol25 dataset
Level of theory: ωB97M-V/def2-TZVPD

Summary:
HOMO-LUMO gap (alpha / beta) in eV: 6.015 / 6.020
E in Ha: -2396.0341
Max |F| in eV/A: 0.481
Highest occupied orbital energy (alpha / beta) in Ha: -0.2844 / -0.2844
Energy above the lowest of the compared OMol25 structures with the same formula, charge and spin in eV: 0.032
M in g/mol: 716.4

Geometry (Å):
Mo -0.415 -0.099 0.480
F 0.982 -2.559 1.712
F -0.659 -3.168 0.475
F -2.405 0.571 -3.780
F -2.244 -1.435 -5.528
F 0.762 -1.513 -1.032
F -1.044 -2.286 2.422
F 0.834 -3.685 -2.796
O -3.598 1.529 2.322
O -1.541 1.187 4.216
N 3.424 -2.473 -1.769
N -2.431 -1.005 0.183
N 2.989 -0.516 0.884
N 1.080 0.105 2.100
N 6.916 0.359 -1.686
N 0.592 2.078 0.096
N -0.787 0.506 -1.370
N -1.479 0.629 1.965
C 4.725 -0.543 -0.663
C -1.477 -1.486 -4.437
C -0.547 2.736 -0.575
C 0.549 0.610 3.242
C 1.283 0.978 4.333
C 1.765 2.048 -0.811
C -0.926 0.859 3.239
C 0.097 -2.623 -3.060
C 4.214 0.003 0.488
C -0.773 -0.445 -2.384
C -0.252 -2.178 1.318
C 5.944 -0.045 -1.219
C -1.546 -0.431 -3.541
C -5.133 -1.413 -0.300
C -4.720 -0.438 0.594
C -2.833 -1.948 -0.673
C 0.944 2.910 1.260
C 3.234 0.367 3.102
C -2.868 0.733 1.800
C -0.992 1.897 -1.754
C 4.067 -1.616 -1.338
C -4.173 -2.177 -0.939
C -3.368 -0.277 0.808
C 0.050 -1.551 -2.196
C 2.411 -0.032 2.029
C -0.674 -2.584 -4.212
C 2.674 0.854 4.251
H 2.499 -1.260 0.389
H -4.445 -2.955 -1.638
H -1.351 2.841 0.157
H -0.648 -3.406 -4.912
H 1.974 3.059 -1.176
H -5.410 0.196 1.134
H 1.187 3.923 0.924
H 0.103 2.967 1.948
H 3.304 1.136 5.084
H 4.299 0.262 2.967
H 2.635 1.680 -0.273
H 1.576 1.392 -1.658
H 1.814 2.500 1.766
H -2.068 -2.536 -1.151
H 0.772 1.364 5.203
H -6.185 -1.576 -0.490
H -0.412 2.130 -2.651
H -2.039 2.106 -1.979
H -0.259 3.741 -0.903


[4]
Formula: C27H19MnN3O3P
Source: the OMol25 dataset
Level of theory: ωB97M-V/def2-TZVPD

Summary:
HOMO-LUMO gap (alpha / beta) in eV: 5.567 / 7.556
Charge: +1
Multiplicity: 2
E in Ha: -2922.3285
Max |F| in eV/A: 0.421
Highest occupied orbital energy (alpha / beta) in Ha: -0.4343 / -0.4346
Energy above the lowest of the compared OMol25 structures with the same formula, charge and spin in eV: 0.000
M in g/mol: 519.4

Geometry (Å):
Mn 0.343 0.360 0.127
P -0.913 0.393 2.160
O 2.049 0.667 0.892
O 1.624 1.003 -1.186
O 4.532 1.140 1.751
N -4.944 -2.588 -1.103
N -0.864 -0.790 -0.559
N -2.505 -2.325 -1.452
C 1.121 0.976 3.924
C -1.359 4.229 -0.100
C -3.608 -0.168 1.802
C -0.284 0.074 6.156
C -0.644 3.121 -0.533
C -1.294 2.017 1.529
C 3.889 1.381 -0.527
C 4.870 1.432 0.478
C -2.208 -2.006 2.527
C -2.007 4.245 1.139
C -2.360 -0.660 2.184
C -0.858 -0.030 4.900
C -1.970 3.145 1.983
C 4.239 1.695 -1.850
C 1.682 1.073 5.185
C 5.527 2.043 -2.178
C -1.720 -1.509 -0.975
C -0.636 2.015 0.307
C 6.172 1.788 0.137
C -4.551 -2.355 2.127
C -3.306 -2.847 2.502
C -3.810 -2.437 -1.244
C -4.701 -1.019 1.780
C 2.514 1.015 -0.267
C 6.492 2.087 -1.172
C 0.983 0.623 6.298
C -0.157 0.429 3.783
H -2.463 3.161 2.947
H -3.192 -3.890 2.768
H -2.547 5.132 1.442
H -1.236 -2.391 2.814
H 2.670 1.497 5.300
H 1.428 0.699 7.281
H 5.315 1.201 2.310
H 7.511 2.361 -1.415
H -0.124 3.124 -1.481
H -5.405 -3.017 2.088
H 1.675 1.311 3.057
H -1.407 5.108 -0.731
H 3.468 1.651 -2.607
H -1.848 -0.453 4.791
H -3.724 0.871 1.521
H 6.932 1.828 0.909
H -5.670 -0.648 1.475
H 5.788 2.278 -3.199
H -0.828 -0.273 7.024